(1)
{"formula": "C4H15N5O4PS", "method": "wB97M-V/def2-TZVPD", "charge": 1, "homo_lumo_gap_ev": 11.26, "e_above_lowest_ev": 0.000, "species": ["N", "P", "N", "O", "N", "N", "S", "N", "O", "O", "C", "C", "O", "C", "C", "H", "H", "H", "H", "H", "H", "H", "H", "H", "H", "H", "H", "H", "H", "H"], "xyz": [[-0.82474, -2.78966, 0.32207], [0.55635, -1.80615, 0.13727], [1.12012, -2.02334, -1.39434], [1.52617, -1.74330, 1.26904], [-0.32419, -0.12307, 0.04731], [0.73263, 0.73727, -0.32835], [2.39263, 0.74382, 0.17576], [2.74953, 2.20582, -0.56457], [2.33584, 0.93611, 1.58424], [3.11584, -0.34999, -0.42434], [-0.84601, 0.07487, 1.31906], [-1.56022, 1.54472, 1.46922], [-1.68996, 2.07379, 0.14607], [-2.23044, 1.13235, -0.79069], [-1.41144, -0.11910, -1.07149], [-0.85367, -3.15198, 1.31479], [-0.72684, -3.61433, -0.14541], [0.46055, -2.35333, -2.12862], [2.10084, -2.20930, -1.40738], [0.39684, 1.66081, -0.39164], [3.20083, 2.87413, -0.10230], [3.13392, 2.11416, -1.48365], [-0.05611, -0.15798, 1.99608], [-1.68993, -0.59337, 1.50839], [-2.49538, 1.28023, 1.98763], [-0.84916, 2.16256, 2.02731], [-2.11466, 1.72470, -1.67578], [-3.25043, 0.81971, -0.52085], [-1.89650, -1.01828, -0.83509], [-1.00241, -0.03186, -2.03975]], "atomic_forces_ev_per_a": [[0.81, 2.40, 3.17], [0.37, -1.46, 0.81], [-2.30, -0.12, 0.61], [-1.91, -0.07, -1.78], [2.22, -2.49, -3.61], [1.06, 0.05, -1.27], [0.26, 0.57, 0.30], [-2.75, -4.61, -2.17], [0.65, 0.27, -0.08], [-0.82, 1.54, 0.14], [-2.97, 2.14, 2.71], [1.85, -2.16, -0.61], [-0.09, -0.97, 0.99], [-0.43, 0.78, 0.12], [1.22, 1.32, 2.92], [-0.14, 1.05, -1.03], [0.28, -2.70, -2.31], [1.28, 0.23, 0.75], [0.59, -0.05, -0.59], [-0.37, 1.41, 0.03], [2.03, 3.09, 3.19], [0.07, -0.39, -0.57], [0.39, 0.36, 0.96], [0.41, -0.50, -0.36], [0.10, 0.95, -0.24], [-0.71, 0.22, -0.07], [-1.08, 0.19, -0.70], [0.09, 0.58, -0.25], [-1.09, -1.17, -0.29], [0.96, -0.46, -0.79]], "nbo_charge": [-1.188, 2.303, -1.211, -1.008, -0.312, -0.749, 2.402, -1.041, -0.897, -0.890, -0.315, -0.067, -0.513, -0.109, -0.229, 0.434, 0.406, 0.437, 0.463, 0.426, 0.413, 0.413, 0.273, 0.232, 0.197, 0.225, 0.223, 0.201, 0.239, 0.242]}

(2)
{"formula": "C37H52GeInN7O13P", "method": "wB97M-V/def2-TZVPD", "multiplicity": 2, "charge": 2, "homo_lumo_gap_ev": [7.01, 5.52], "s_squared": 0.80, "species": ["In", "C", "C", "C", "C", "O", "Ge", "O", "C", "C", "C", "C", "O", "C", "C", "C", "C", "H", "H", "H", "H", "H", "H", "H", "H", "H", "H", "H", "H", "H", "H", "H", "H", "H", "H", "H", "H", "H", "H", "H", "H", "H", "H", "H", "C", "O", "C", "C", "C", "C", "C", "C", "N", "N", "C", "C", "C", "C", "O", "C", "N", "C", "C", "C", "C", "H", "H", "H", "H", "H", "H", "H", "H", "H", "H", "H", "H", "O", "C", "O", "C", "C", "C", "C", "C", "C", "N", "O", "O", "N", "O", "O", "H", "H", "H", "N", "C", "P", "O", "O", "C", "N", "H", "H", "H", "H", "H", "H", "H", "H", "H", "H"], "xyz": [[0.70320, 0.13939, -0.03531], [-3.03118, 3.52848, 0.67167], [-2.15412, 2.78670, 1.67684], [-2.86615, 1.56853, 2.30302], [-1.79514, 3.73142, 2.82586], [-0.96449, 2.30488, 1.02100], [0.71523, 3.12412, 0.92846], [1.45483, 1.42645, 1.52388], [2.35361, 1.15433, 2.62698], [3.56776, 2.07110, 2.51056], [1.61717, 1.40238, 3.93643], [2.79626, -0.29877, 2.52184], [0.90330, 2.24989, -0.75995], [0.91869, 2.82835, -2.09219], [0.00272, 2.01071, -2.99174], [0.40818, 4.26468, -2.01884], [2.34456, 2.79367, -2.62534], [-3.95572, 3.86534, 1.14490], [-2.49549, 4.40844, 0.30954], [-3.28196, 2.89955, -0.18178], [-3.60261, 1.90485, 3.03513], [-3.69353, -0.34046, 1.86859], [-2.08514, 1.01530, 2.83451], [-2.69436, 4.06941, 3.34100], [-1.14871, 3.21979, 3.54422], [-1.26629, 4.60852, 2.44862], [3.26539, 3.11383, 2.61950], [4.29818, 1.83714, 3.28419], [4.03532, 1.94539, 1.53236], [1.34488, 2.45661, 4.01947], [0.70128, 0.80658, 3.97348], [2.24557, 1.13762, 4.78641], [3.30141, -0.46000, 1.56746], [3.48198, -0.55171, 3.32850], [1.92242, -0.95785, 2.57443], [-1.00662, 1.99440, -2.57448], [-0.02795, 2.43607, -3.99426], [0.36679, 0.98339, -3.05532], [-0.56626, 4.29424, -1.52382], [1.10501, 4.88983, -1.45729], [0.30545, 4.67895, -3.02088], [2.71830, 1.76785, -2.61833], [2.37751, 3.17943, -3.64452], [2.99760, 3.40279, -1.99851], [-6.95360, 5.85118, -3.19884], [-5.98071, 4.87521, -3.57736], [-6.30682, 3.58498, -3.53768], [-7.55858, 3.09423, -3.15745], [-7.75690, 1.73134, -3.05881], [-6.70259, 0.84948, -3.27980], [-5.47479, 1.33694, -3.76393], [-5.28884, 2.68526, -3.90488], [-6.93998, -0.49424, -2.97633], [-6.04599, -1.29486, -2.72945], [-4.75903, -1.16360, -2.29730], [-3.78129, -1.94039, -2.97863], [-2.45136, -1.74337, -2.73679], [-2.01111, -0.83037, -1.74022], [-0.76432, -0.53001, -1.62584], [-3.03319, -0.28581, -0.87478], [-2.64210, 0.37231, 0.22402], [-3.54171, 0.61128, 1.32694], [-4.89185, 0.98956, 0.76792], [-5.29761, 0.44228, -0.37700], [-4.38624, -0.38796, -1.17596], [-6.43798, 6.80427, -3.22654], [-7.32314, 5.66329, -2.18974], [-7.78636, 5.86466, -3.90285], [-8.37334, 3.76926, -2.94059], [-8.71161, 1.33339, -2.73889], [-4.69486, 0.64672, -4.05877], [-4.36024, 3.09265, -4.28260], [-4.11513, -2.60573, -3.76436], [-1.70626, -2.18794, -3.38950], [-1.73938, 0.81981, 0.27099], [-5.52273, 1.66060, 1.33862], [-6.28590, 0.65537, -0.75934], [2.61623, -0.39131, -0.83106], [2.51737, -1.17740, -1.84851], [1.66711, -2.06509, -1.97721], [3.49335, -0.94538, -2.95364], [4.73542, -0.37635, -2.70655], [5.57305, -0.12553, -3.77313], [5.21024, -0.39274, -5.07875], [3.96329, -0.94509, -5.29152], [3.10305, -1.23504, -4.25282], [3.52899, -1.23969, -6.67318], [4.22694, -0.83468, -7.57080], [2.49489, -1.86380, -6.80092], [6.90661, 0.45900, -3.50656], [7.57472, 0.76424, -4.46565], [7.22418, 0.58859, -2.34404], [5.05231, -0.13024, -1.70324], [5.88109, -0.18097, -5.89905], [2.13358, -1.66266, -4.45943], [-2.44139, -3.31114, 3.25509], [-1.04649, -3.63155, 2.80425], [-0.97525, -2.95817, 1.06364], [-2.43164, -2.72563, 0.78613], [0.01646, -1.83162, 0.98427], [-0.37784, -4.31650, -0.01165], [-0.28312, -3.77193, -1.39114], [-2.47204, -2.52761, 3.90459], [-2.92989, -4.09785, 3.67791], [-2.90399, -3.01492, 2.33371], [-0.88347, -4.70632, 2.83210], [-0.30416, -3.13310, 3.42110], [-1.08419, -5.14392, 0.00494], [0.60337, -4.65871, 0.31438], [-0.00052, -4.48247, -2.06550], [0.41865, -2.97539, -1.47489], [-1.18704, -3.38074, -1.68424]], "atomic_forces_ev_per_a": [[0.24, 0.18, -0.45], [0.15, -0.03, -0.03], [-0.13, 0.15, 0.37], [0.05, 0.13, -0.27], [0.23, -0.11, -0.14], [-0.06, -0.16, 0.02], [-0.01, 0.51, 0.13], [-0.43, -0.82, -0.47], [0.42, -0.11, 0.39], [-0.22, 0.05, -0.22], [-0.17, 0.04, -0.20], [-0.24, 0.09, -0.24], [-0.10, -0.99, 0.05], [-0.11, 0.27, -0.43], [0.07, -0.08, 0.29], [0.08, -0.10, 0.28], [-0.03, -0.07, 0.25], [0.00, 0.00, -0.03], [-0.03, 0.00, 0.00], [0.00, 0.05, -0.02], [0.01, 0.00, 0.00], [0.03, -0.01, -0.01], [-0.06, 0.02, 0.12], [0.02, 0.01, -0.01], [-0.03, 0.05, 0.03], [-0.03, 0.02, 0.05], [0.07, 0.02, 0.02], [-0.01, 0.01, 0.01], [0.05, 0.00, 0.04], [0.00, -0.01, 0.07], [0.02, -0.01, 0.03], [0.00, 0.03, 0.00], [0.06, -0.06, 0.06], [-0.02, -0.02, 0.01], [0.07, -0.03, 0.06], [-0.03, 0.00, -0.08], [0.02, 0.01, 0.01], [-0.05, 0.01, -0.13], [-0.03, 0.02, -0.08], [-0.04, 0.05, -0.03], [0.01, 0.01, 0.01], [0.03, 0.04, -0.05], [0.01, 0.00, 0.00], [0.03, -0.01, -0.03], [-0.05, -0.03, -0.03], [0.03, 0.11, -0.09], [-0.05, -0.20, 0.10], [-0.08, 0.14, -0.02], [-0.01, -0.12, 0.15], [0.40, 0.19, -0.08], [-0.09, -0.09, 0.02], [0.10, 0.08, 0.03], [-0.26, -0.10, -0.05], [-0.10, -0.25, 0.17], [0.21, 0.37, 0.03], [-0.10, 0.03, -0.16], [0.18, 0.21, -0.20], [-0.10, -0.02, -0.14], [0.44, -0.03, 1.01], [0.17, -0.06, 0.13], [0.09, -0.30, -0.16], [-0.11, -0.12, 0.11], [0.06, 0.02, 0.03], [0.00, 0.02, -0.08], [-0.25, -0.05, 0.00], [0.00, 0.02, -0.02], [0.03, -0.02, 0.01], [0.01, -0.02, -0.01], [0.01, -0.02, 0.01], [0.00, 0.00, -0.05], [0.03, 0.05, 0.02], [-0.01, -0.02, 0.00], [-0.01, 0.01, 0.01], [-0.01, 0.03, 0.00], [-0.11, 0.33, -0.02], [-0.05, -0.05, -0.04], [0.01, -0.03, 0.02], [-0.96, -0.06, 0.02], [0.34, -0.10, -0.10], [-0.25, -0.09, 0.12], [0.05, 0.12, -0.01], [0.02, 0.05, 0.14], [-0.09, -0.09, 0.00], [0.14, 0.05, -0.17], [0.05, 0.01, 0.16], [-0.09, -0.12, -0.02], [-0.04, 0.00, -0.03], [0.05, -0.01, 0.00], [-0.01, 0.02, 0.02], [0.01, 0.01, -0.01], [0.01, -0.01, -0.02], [-0.01, 0.02, 0.02], [0.00, 0.01, -0.01], [-0.02, 0.03, 0.00], [0.02, -0.04, -0.01], [0.03, 0.06, -0.14], [0.29, 0.13, -0.27], [-0.46, 0.12, 0.14], [0.12, -0.07, -0.11], [0.47, 0.69, -0.19], [0.10, 0.19, 0.20], [0.03, 0.31, -0.06], [0.02, -0.02, 0.05], [0.03, -0.03, 0.01], [-0.12, -0.05, 0.11], [-0.04, -0.01, 0.08], [-0.07, -0.06, 0.16], [-0.01, -0.02, -0.01], [0.05, -0.01, -0.11], [-0.02, -0.03, -0.02], [0.17, -0.09, 0.02], [-0.06, -0.11, -0.07]], "lowdin_spin": [0.005, 0.000, 0.000, 0.000, 0.000, 0.000, 0.000, 0.001, 0.000, 0.000, 0.000, 0.000, -0.001, 0.000, 0.001, 0.000, 0.000, 0.000, 0.000, 0.000, 0.000, 0.001, 0.000, 0.000, 0.000, 0.000, 0.000, 0.000, 0.000, 0.000, 0.000, 0.000, 0.000, 0.000, 0.000, 0.000, 0.000, 0.000, 0.000, 0.000, 0.000, 0.000, 0.000, 0.000, 0.000, 0.010, 0.014, 0.001, 0.014, 0.020, 0.011, 0.000, 0.083, 0.169, 0.101, 0.134, 0.033, 0.154, 0.149, 0.056, 0.071, 0.003, -0.023, 0.001, -0.029, 0.000, 0.000, 0.000, 0.000, 0.000, 0.001, -0.001, 0.005, -0.002, 0.003, -0.001, 0.001, 0.001, 0.000, 0.001, 0.000, 0.000, 0.000, 0.000, 0.000, 0.000, 0.000, 0.000, 0.000, 0.000, 0.000, 0.000, 0.000, 0.000, 0.000, 0.000, 0.000, 0.001, 0.003, 0.004, 0.000, 0.001, 0.000, 0.000, 0.000, 0.000, 0.000, 0.000, 0.000, 0.000, 0.000, 0.000]}

(3)
{"formula": "C22H28AuBClN6", "method": "wB97M-V/def2-TZVPD", "charge": 1, "homo_lumo_gap_ev": [5.86, 5.84], "species": ["Au", "C", "C", "C", "C", "C", "N", "N", "B", "N", "N", "C", "C", "C", "C", "C", "N", "N", "C", "C", "C", "C", "C", "H", "H", "H", "H", "H", "H", "H", "H", "H", "H", "H", "H", "H", "H", "H", "H", "H", "H", "H", "H", "H", "H", "Cl", "C", "C", "C", "C", "C", "C", "C", "H", "H", "H", "H", "H", "H"], "xyz": [[0.43500, 0.07467, 1.28126], [-3.44536, -0.50324, 1.09918], [-2.57706, -0.45581, -0.11090], [-2.87567, -0.83578, -1.42445], [-1.78072, -0.45852, -2.18963], [-1.56500, -0.63414, -3.65212], [-0.87981, 0.10894, -1.36355], [-1.37551, 0.11382, -0.09885], [0.39234, 0.94705, -1.71346], [0.38482, 2.18826, -0.78837], [0.39671, 2.04722, 0.55008], [0.38864, 3.24840, 1.11697], [0.39426, 3.42680, 2.59546], [0.38154, 4.20805, 0.09794], [0.38120, 3.50135, -1.09370], [0.37397, 4.01994, -2.49014], [1.70533, 0.16207, -1.44011], [2.14700, -0.02683, -0.17103], [3.34986, -0.58705, -0.20959], [4.11776, -0.91826, 1.02226], [3.72076, -0.73841, -1.55075], [2.66086, -0.25212, -2.29792], [2.52154, -0.18546, -3.77894], [-4.08706, -1.38150, 1.07990], [-4.08784, 0.37871, 1.11653], [-2.85181, -0.51012, 2.01387], [-3.78929, -1.29100, -1.77026], [-2.48594, -0.96931, -4.12278], [-0.79210, -1.38041, -3.84470], [-1.25061, 0.29655, -4.12455], [0.35052, 1.28153, -2.85238], [0.40917, 2.45795, 3.09761], [-0.49161, 3.97372, 2.91684], [1.27061, 3.99537, 2.90511], [0.38153, 5.27737, 0.22698], [0.34828, 5.10656, -2.47108], [-0.49689, 3.66142, -3.03913], [1.26555, 3.70352, -3.03245], [3.60012, -0.54898, 1.90752], [5.10317, -0.45608, 0.97857], [4.26138, -1.99554, 1.11542], [4.65366, -1.13436, -1.91559], [3.45812, -0.47613, -4.24831], [2.26439, 0.82065, -4.10990], [1.74043, -0.85979, -4.13282], [-4.40947, -4.01334, 3.85744], [-2.92620, -3.35487, 3.32358], [-2.56795, -3.45251, 1.97602], [-1.36979, -2.93940, 1.55078], [-0.47944, -2.32407, 2.46115], [0.82264, -1.87739, 2.05023], [-0.88270, -2.21379, 3.81307], [-2.08195, -2.72700, 4.24207], [-3.24236, -3.93865, 1.28404], [-1.09036, -3.01974, 0.50670], [1.24680, -2.38889, 1.18921], [1.53992, -1.74777, 2.85888], [-0.21618, -1.73457, 4.52016], [-2.36924, -2.66909, 5.28264]], "atomic_forces_ev_per_a": [[1.55, -0.71, -0.22], [0.01, 0.08, -0.03], [0.03, 0.04, -0.41], [-0.02, 0.01, 0.11], [-0.15, -0.06, 0.14], [0.09, 0.09, -0.04], [0.05, -0.01, -0.32], [-0.30, -0.55, 0.64], [-0.19, 0.08, 0.31], [0.05, 0.12, -0.41], [-0.14, 0.60, 0.49], [0.02, 0.02, -0.39], [0.00, 0.01, -0.11], [0.01, 0.00, 0.05], [-0.04, 0.15, 0.18], [0.00, -0.08, -0.01], [0.02, 0.02, -0.14], [-0.57, -0.26, 0.85], [0.16, -0.05, -0.17], [-0.05, -0.02, -0.05], [-0.02, 0.02, 0.18], [0.01, -0.09, 0.15], [-0.07, 0.10, -0.05], [-0.01, 0.02, 0.04], [0.00, 0.00, 0.03], [-0.02, -0.01, 0.01], [0.04, 0.02, -0.06], [0.00, -0.01, 0.00], [-0.01, 0.00, 0.00], [-0.03, -0.01, 0.00], [0.05, -0.04, -0.08], [0.00, 0.02, 0.05], [0.00, -0.02, 0.05], [0.00, -0.03, 0.06], [-0.01, 0.00, -0.09], [0.00, 0.00, -0.02], [0.00, 0.02, -0.01], [0.00, 0.02, -0.01], [0.03, 0.00, 0.01], [0.00, -0.01, 0.06], [-0.01, 0.01, 0.03], [-0.03, 0.02, -0.05], [0.01, 0.00, 0.01], [0.02, -0.02, -0.01], [0.00, 0.01, 0.02], [-0.17, -0.06, 0.02], [0.46, 0.22, 0.01], [-0.20, -0.14, 0.14], [0.41, 0.02, 0.11], [-0.69, -0.31, 0.42], [-0.33, 0.49, -1.06], [0.35, 0.21, -0.44], [-0.39, -0.17, -0.02], [0.02, 0.00, -0.01], [0.01, -0.01, 0.01], [0.01, -0.06, 0.09], [0.05, 0.35, -0.06], [0.01, -0.06, 0.04], [-0.03, 0.02, -0.02]], "nbo_charge": [1.264, -0.643, 0.181, -0.349, 0.235, -0.653, -0.341, -0.412, 0.523, -0.326, -0.404, 0.190, -0.638, -0.340, 0.229, -0.648, -0.338, -0.364, 0.186, -0.645, -0.340, 0.243, -0.652, 0.231, 0.243, 0.220, 0.238, 0.240, 0.229, 0.238, -0.018, 0.207, 0.241, 0.241, 0.238, 0.239, 0.234, 0.232, 0.217, 0.248, 0.236, 0.242, 0.241, 0.238, 0.232, 0.080, 0.003, -0.244, -0.093, -0.138, -0.493, -0.148, -0.241, 0.244, 0.224, 0.235, 0.233, 0.226, 0.247]}

The highest charge belongs to which entry?
C37H52GeInN7O13P